C32H36BrINO8 | ωB97M-V with the def2-TZVPD basis set

XYZ file:
```
79
Properties=species:S:1:pos:R:3:forces:R:3:lowdin_spin:R:1
I -4.7539 -2.4600 1.3083 0.0853 0.1510 0.1853 0.000
Br 0.4931 -1.7716 6.3886 -0.0652 -0.1014 -0.2269 0.000
O 3.7247 0.5789 1.5988 -0.2792 -0.0536 -0.4431 0.497
O 0.2850 0.9840 -3.2053 0.0186 0.0170 0.0458 0.000
O 6.6535 3.8034 1.4437 0.0361 -0.0048 0.0150 0.000
O -9.2272 -1.6119 -3.0917 -0.0239 -0.0043 0.0061 0.000
O -1.3718 -1.5250 4.3779 1.3766 -0.3706 0.1262 0.000
O -3.8401 3.2971 -5.5804 -0.0138 0.0126 -0.0122 0.000
O -3.9998 -1.5720 -3.9349 0.0686 -0.0393 0.0677 0.000
O 2.5994 5.6883 -1.3925 -0.0263 0.0018 -0.0259 0.000
N 2.7548 -0.2499 1.4866 0.1253 -0.1214 1.3254 0.387
C -7.4558 -1.0654 -4.5387 0.0165 0.0276 -0.0597 0.000
C 0.3724 -0.7944 1.8728 0.3449 -0.0253 -0.2889 0.001
C 5.6554 5.6620 0.4046 -0.0062 0.0298 -0.0092 0.000
C -2.6776 -1.9490 1.4948 0.4533 -0.2878 -0.1108 0.000
C -1.8731 0.7400 -4.1055 -0.0336 0.0004 -0.0301 0.000
C -1.8402 -3.1906 1.8369 -0.4100 0.0737 -0.5922 0.000
C 0.6317 -2.2854 2.1371 -0.2418 0.1013 -0.3998 0.000
C 3.1769 -1.6641 1.6337 0.7814 -0.6320 -0.4779 0.029
C 4.1079 -1.9613 0.4341 -0.3501 0.2127 -0.0102 0.007
C -0.6610 1.5150 -3.7494 0.0556 -0.0134 0.0395 0.000
C -8.0312 -1.6015 -3.2802 -0.0263 -0.0081 0.0229 0.000
C -2.8938 2.7694 -5.0362 -0.0415 -0.0211 -0.0116 0.000
C -5.7688 -2.1172 -2.4694 -0.0363 -0.0620 0.0403 0.000
C 4.6379 6.1357 -0.3083 0.0412 0.0139 0.0243 0.000
C 4.0192 -1.8617 2.9328 0.0489 0.0340 -0.2024 0.018
C 0.6128 -2.7267 3.6261 0.3161 0.3605 -0.0315 0.000
C -7.0836 -2.1252 -2.2656 0.0530 0.0050 0.0239 0.000
C 1.5096 0.1882 2.1703 -0.4638 0.7724 -0.4978 0.028
C 3.5959 3.8233 -0.3538 0.0094 0.0272 0.0055 0.000
C -0.3968 -3.1313 1.3307 0.2543 -0.2924 0.8241 0.000
C 5.7233 4.2292 0.7946 -0.0390 0.0087 -0.0109 0.000
C 1.1059 1.5510 1.5438 0.1975 -0.3846 0.5535 0.004
C -6.1431 -1.0585 -4.7468 -0.0087 -0.0038 0.0185 0.000
C 2.0072 -2.6589 1.5322 -0.2751 0.1079 0.2199 0.000
C -0.6453 2.9625 -4.0783 -0.0214 0.0304 -0.0251 0.000
C -0.2733 -1.9568 4.5724 -1.3611 0.2546 0.0504 0.000
C -1.6813 3.5439 -4.6756 0.0392 0.0305 0.0089 0.000
C 3.5269 5.2523 -0.7431 -0.0402 -0.0297 -0.0129 0.000
C 1.7316 0.4154 3.6688 0.1128 -0.1987 -0.1879 0.018
C 4.6116 3.3458 0.3599 0.0665 -0.0186 -0.0358 0.002
C -2.9072 1.3237 -4.7044 0.0552 0.0307 0.0206 0.000
C -5.1957 -1.5834 -3.7294 -0.1140 -0.0227 -0.0376 0.000
H 1.6521 2.3514 2.0407 0.1157 0.0645 -0.2357 0.000
H 5.0636 -2.0371 2.6682 -0.0537 0.0825 -0.0030 0.002
H 0.2737 -3.7670 3.6642 -0.0302 -0.0139 0.1608 0.000
H -2.3733 -1.5752 0.5163 -0.2051 0.0714 0.0724 0.000
H 0.1699 -0.7066 0.7981 -0.0220 0.0031 0.0429 0.001
H 0.8127 0.8264 4.0898 0.0070 -0.0814 0.1040 0.002
H 3.6941 -2.7470 3.4828 -0.0365 0.1623 0.0826 0.001
H -7.5247 -2.5087 -1.3539 -0.0196 0.0082 -0.0056 0.000
H -0.3597 -2.8398 0.2795 -0.0811 0.1155 -0.0038 0.000
H 6.4760 6.2871 0.7334 0.0148 -0.0268 0.0141 0.000
H -0.5148 -0.4214 2.3822 -0.0255 -0.1193 0.0562 0.000
H -5.7044 -0.6773 -5.6605 0.0229 -0.0114 0.0020 0.000
H 2.0019 -0.5010 4.1900 -0.1238 0.0703 0.1049 0.000
H 2.3442 -3.5872 2.0036 0.0002 -0.0516 -0.1688 0.000
H -2.3208 -4.0293 1.3243 0.1590 -0.0402 0.0724 0.000
H 1.6184 -2.7164 4.0405 -0.0567 -0.0015 0.0153 0.000
H 4.8583 -1.1782 0.3392 0.0495 -0.0595 0.1182 -0.001
H 1.3070 1.5632 0.4729 -0.1277 0.0074 0.0266 0.000
H 0.0466 1.7154 1.7440 -0.0374 0.0380 -0.1640 0.000
H 2.7779 3.1947 -0.6809 -0.0273 0.0188 -0.0340 0.000
H 0.2465 3.5105 -3.8067 0.0655 -0.0103 0.0420 0.000
H 4.0124 -0.9838 3.5727 -0.0973 -0.0746 0.0654 0.002
H -1.6920 4.5973 -4.9252 -0.0294 -0.0023 -0.0082 0.000
H -8.1631 -0.6883 -5.2663 -0.0194 -0.0043 0.0174 0.000
H 4.6691 2.3050 0.6504 0.0191 0.0331 0.0476 0.000
H 1.8372 -2.8998 0.4815 0.0303 0.1440 -0.0410 0.000
H -3.7988 0.7769 -4.9751 -0.0116 -0.0132 -0.0102 0.000
H -2.6000 -1.1570 2.2318 -0.1398 -0.0430 0.0051 0.000
H 2.5335 1.1363 3.8288 0.0041 -0.0101 -0.0762 0.003
H 4.5675 7.1747 -0.6040 -0.0305 -0.0052 -0.0153 0.000
H -0.0133 -4.1602 1.3732 -0.0510 0.0342 -0.0934 0.000
H -5.0820 -2.4994 -1.7216 0.0423 0.0763 -0.1528 0.000
H -1.8909 -3.4189 2.8995 -0.0411 0.0631 0.0510 0.000
H 4.6038 -2.9212 0.5728 -0.0335 -0.0405 0.0007 0.000
H -1.8692 -0.3125 -3.8556 -0.0126 -0.0077 -0.0022 0.000
H 3.5243 -1.9924 -0.4901 0.1036 0.0164 0.0292 0.001
```
Forces are in eV/Å.

## Properties
Kohn-Sham gap (alpha / beta)	7.188 / 8.092	eV
<S²>	0.754
LUMO level (alpha / beta)	-1.655 / -1.655	eV
multiplicity	2

=====

C5H27N2O8 | ωB97M-V with the def2-TZVPD basis set

XYZ file:
```
42
Properties=species:S:1:pos:R:3:forces:R:3:nbo_charge:R:1
O 1.6263 3.7514 0.1132 -0.0300 0.1192 0.1806 -0.985
O -0.6710 4.1799 1.6801 0.3094 -0.4431 -0.5766 -0.978
O -2.0427 -1.6256 -1.7467 0.5078 -0.3358 -0.3016 -0.670
O 2.0927 -0.5923 -0.5911 0.1001 -0.6884 -0.4406 -1.022
O 3.9149 -2.1001 0.6573 0.1447 -0.2473 -0.2799 -0.960
O 0.0369 -2.8095 -0.5106 0.3090 -0.0629 -0.8208 -1.005
O -0.1114 -2.4302 2.4133 -0.5440 -1.0683 -0.7988 -0.970
O 2.2030 -0.7608 2.7613 0.0403 0.8776 -0.9581 -1.004
N 0.4758 1.0336 0.4692 0.3924 1.3362 0.2637 -0.698
N -2.7928 -0.7175 -3.6534 0.0245 -1.8792 -0.0565 -0.802
C -1.9914 -0.7093 -2.5572 -0.5921 1.2352 -0.0460 0.702
C -1.5051 1.0759 -0.8915 -1.6683 -0.1011 1.4912 -0.420
C -1.6353 0.5738 1.5887 -2.7273 1.9414 1.1372 -0.651
C -1.2254 0.5835 -2.2797 0.6669 0.3309 -1.3211 -0.509
C -0.8666 0.3555 0.3357 0.4925 0.4658 -0.8834 -0.063
H 1.6556 -1.5546 2.8078 0.0491 -0.1323 0.5434 0.516
H -0.7717 5.0946 1.3886 -0.2309 -0.0642 0.5519 0.498
H 2.3722 4.3452 -0.0264 0.0336 -0.1694 -0.0763 0.489
H -2.5959 0.9800 -0.8164 0.0583 -0.1216 0.4607 0.233
H -1.6634 1.3378 -2.9824 0.7901 -0.4627 0.4319 0.232
H 2.7840 -0.5913 3.5026 -0.3291 -0.5271 0.3489 0.485
H 2.9315 -1.0481 -0.3818 -0.1428 0.3717 0.1728 0.513
H -1.9887 1.6630 1.6282 0.2545 -1.2332 -0.3518 0.212
H -3.1180 -1.6582 -3.8934 -0.1548 0.6053 0.2627 0.411
H 1.4720 -1.3424 -0.5711 -0.0270 0.1332 0.0009 0.485
H -0.7291 4.0968 2.6346 -0.1309 0.5424 0.1004 0.497
H 0.9005 1.2558 -0.4359 0.2589 -0.8799 0.0724 0.455
H 1.1080 4.1600 0.8247 -0.0166 -0.1207 -0.1314 0.489
H -0.6101 -2.3988 -1.1287 -0.2365 -0.1077 0.4177 0.508
H 4.0792 -3.0145 0.4110 0.1958 -0.0162 0.1464 0.485
H -1.2195 0.4860 2.5924 0.8822 -0.6884 -0.4148 0.250
H 1.1531 0.5258 1.0391 0.2491 -0.4492 -0.1510 0.482
H -0.3204 -3.3379 2.6862 0.2333 0.2910 0.8060 0.479
H -0.7528 -0.7272 0.1585 0.4603 0.7435 -0.0694 0.250
H -0.1235 0.4725 -2.4743 -0.9722 -0.0572 -0.1243 0.245
H 4.2709 -1.9615 1.5380 -0.0871 -0.0277 0.0543 0.496
H -0.3552 -2.5875 1.4774 0.5032 0.7038 -0.0341 0.496
H -1.3921 2.1626 -0.7507 0.4846 -0.2615 -0.2654 0.231
H -2.9624 -0.0424 -4.3735 0.5852 0.5506 0.2002 0.416
H -2.5704 -0.0389 1.6156 0.7829 0.4056 -0.2476 0.249
H 0.4646 2.0016 0.8469 -0.8180 -0.5693 0.2071 0.444
H 0.4977 -3.4444 -1.0844 -0.1013 0.0611 0.4990 0.489
```
Forces are in eV/Å.

## Properties
Kohn-Sham gap	11.114	eV
total charge	+1
LUMO level	-2.234	eV
energy relative to the best compared isomer or geometry (same formula, charge and spin)	39.8	kJ/mol
multiplicity	1

=====

C2IN5O3 | ωB97M-V with the def2-TZVPD basis set

XYZ file:
```
11
Properties=species:S:1:pos:R:3:forces:R:3:nbo_charge:R:1
I 2.8256 0.3995 0.0472 0.0725 -0.1218 0.0640 0.461
O 0.0858 1.7434 -1.0519 -0.0096 0.0157 -0.0369 -0.324
O -1.5443 1.0361 1.7961 0.1073 0.3236 -0.7433 -0.386
O -1.8531 2.5755 -0.5550 -0.2217 0.3235 -0.0585 -0.292
N -0.9186 1.8417 -0.3971 -0.2682 0.5546 -0.3312 0.446
N 1.4705 -2.1930 -0.3643 1.3759 -0.2096 -0.2132 -0.063
N 1.2969 -0.9028 -0.0476 -0.8801 0.3797 0.1699 -0.418
N 0.3375 -2.7513 -0.3391 -0.0415 -1.1074 -0.2892 -0.050
N -0.6308 -1.8931 -0.0119 -0.6992 0.9422 0.3273 -0.330
C -1.0392 0.8991 0.7621 2.3915 -4.4660 -0.2177 0.690
C -0.0303 -0.7551 0.1614 -1.8269 3.3655 1.3290 0.265
```
Forces are in eV/Å.

## Properties
Kohn-Sham gap	8.663	eV
LUMO level	-1.940	eV
multiplicity	1